[1]
Entry from OMol25: 2 unconnected molecules or ions with the total composition C4H14N2O in a non-equilibrium geometry (ωB97M-V with the def2-TZVPD basis set).

**Total charge**: -1
**F_max**: 1.3 eV/Å
**2S+1**: 2
**E_HOMO (spin up / spin down)**: 0.0488 / -0.1992 hartree
**Energy relative to the best compared isomer or geometry (same formula, charge and spin)**: 11.1 kcal/mol

Each line ends with the Mulliken charge.
Element x y z (Å)
C1 0.6453 -2.7280 0.1204  -1.365
N1 -0.2940 -1.8590 -0.5502  -0.247
C2 -0.7462 -0.1735 1.2051  -1.775
C3 -0.2679 -0.4295 -0.2459  0.937
C4 1.0810 0.2355 -0.4813  -2.719
N2 1.0849 1.6986 -0.5287  0.178
H1 0.3709 -2.9884 1.1564  0.297
H2 0.7177 -3.6799 -0.4115  0.502
H3 1.6410 -2.2898 0.1617  0.450
H4 -1.2273 -2.1335 -0.3282  0.285
H5 -0.3287 0.7373 1.6362  0.337
H6 -0.4760 -0.9594 1.9169  0.619
H7 -1.8362 -0.0783 1.2736  0.188
H8 -1.0089 0.0297 -0.9009  0.257
H9 1.7678 -0.0433 0.3147  0.150
H10 1.5634 -0.2176 -1.3588  -0.694
H11 0.6263 2.0142 -1.3804  0.442
H12 2.0473 2.0241 -0.6140  1.045
H13 -1.7807 2.9616 1.0550  0.333
H14 -0.5439 2.5103 0.2178  0.445
O1 -1.4937 2.7616 0.1396  -0.668

***

[2]
Entry from OMol25: 2 unconnected molecules or ions with the total composition C4H14N2O in a non-equilibrium geometry (ωB97M-V with the def2-TZVPD basis set).

**SMILES string**: CC(C)NCN.O
**F_max**: 1.4 eV/Å
**2S+1**: 1
**E_HOMO**: -0.3094 hartree
**Energy relative to the best compared isomer or geometry (same formula, charge and spin)**: 33.2 kcal/mol

Each line ends with the Mulliken charge.
Element x y z (Å)
C1 -1.0861 1.3703 0.5994  -1.223
C2 -0.8184 0.8292 -0.7980  0.414
C3 -0.2184 1.8803 -1.7412  -1.380
N1 0.0448 -0.3640 -0.8384  -0.312
C4 -0.5345 -1.6092 -0.3728  -0.522
N2 0.1508 -2.4105 0.6110  -0.629
H1 -0.1613 1.4930 1.1651  0.158
H2 -1.8282 0.7706 1.1237  0.337
H3 -1.5255 2.3692 0.5399  0.454
H4 -1.7505 0.4770 -1.2477  0.279
H5 0.5940 1.4601 -2.3275  0.405
H6 0.2133 2.7196 -1.1792  0.329
H7 -0.9245 2.3685 -2.4117  0.312
H8 0.9990 -0.1646 -0.6089  0.219
H9 -0.8392 -2.2440 -1.2075  0.323
H10 -1.4870 -1.3635 0.1123  0.329
H11 1.0403 -2.8017 0.2989  0.249
H12 0.5031 -1.8480 1.3814  0.255
O1 2.0554 0.0788 2.0203  -0.641
H13 2.1796 0.7096 1.3041  0.314
H14 1.1156 0.1043 2.2491  0.331

***

[3]
Entry from OMol25: 2 unconnected molecules or ions with the total composition C4H14N2O in a non-equilibrium geometry (ωB97M-V with the def2-TZVPD basis set).

**SMILES string**: CC(C)NCN.O
**F_max**: 4.5 eV/Å
**2S+1**: 1
**E_HOMO**: -0.3020 hartree
**Energy relative to the best compared isomer or geometry (same formula, charge and spin)**: 66.0 kcal/mol

Each line ends with the Mulliken charge.
Element x y z (Å)
C1 0.6180 -1.7120 -0.0731  -1.284
C2 1.0629 -0.2377 -0.3165  0.382
C3 1.4518 0.0022 -1.7060  -1.119
N1 0.0726 0.7459 0.2717  -0.217
C4 0.0716 0.7697 1.7221  -0.510
N2 -0.8384 -0.0898 2.3633  -0.517
H1 1.2124 -2.4750 -0.5759  0.416
H2 -0.3293 -1.9678 -0.5593  0.312
H3 0.6866 -1.8210 1.0869  0.280
H4 1.7754 -0.1669 0.5610  0.182
H5 0.3993 0.1011 -2.2328  0.190
H6 1.7717 -0.9856 -2.1047  0.319
H7 2.1017 0.8464 -1.8965  0.330
H8 -0.8169 0.4257 -0.1667  0.134
H9 -0.0694 1.9022 1.9170  0.345
H10 1.0554 0.3260 2.1547  0.323
H11 -1.7256 0.3066 2.7106  0.212
H12 -1.1110 -0.9681 1.9311  0.224
O1 -2.2210 1.5134 -1.9213  -0.649
H13 -2.8164 1.0027 -1.3045  0.330
H14 -2.3514 2.4821 -1.8612  0.319

***

[4]
Entry from OMol25: 2 unconnected molecules or ions with the total composition C4H14N2O in a non-equilibrium geometry (ωB97M-V with the def2-TZVPD basis set).

**SMILES string**: NCCCCN.O
**F_max**: 5.3 eV/Å
**2S+1**: 1
**E_HOMO**: -0.3403 hartree
**Energy relative to the best compared isomer or geometry (same formula, charge and spin)**: 53.6 kcal/mol

Each line ends with the Mulliken charge.
Element x y z (Å)
N1 2.5621 0.1094 -1.2121  -0.663
C1 2.3969 0.0990 0.2904  -0.555
C2 1.2256 -0.5708 0.9296  -0.589
C3 -0.0749 0.2854 0.7800  -0.847
C4 -0.4664 0.5181 -0.6880  -0.535
N2 -1.8112 1.1794 -0.4872  -0.689
H1 1.8643 0.6733 -1.7748  0.290
H2 2.3229 -0.8658 -1.5040  0.259
H3 3.3330 -0.3910 0.6492  0.311
H4 2.3777 1.2264 0.6502  0.277
H5 0.9950 -1.5612 0.6007  0.346
H6 1.4797 -0.7143 2.0027  0.312
H7 -0.0882 1.1235 1.4362  0.505
H8 -0.8250 -0.2622 1.2894  0.399
H9 0.2216 1.2638 -0.9638  0.427
H10 -0.5865 -0.5046 -1.1132  0.293
H11 -1.6750 2.0933 -0.1910  0.224
H12 -1.9926 1.2800 -1.5242  0.246
O1 -3.0624 -1.4697 0.5605  -0.649
H13 -3.5525 -2.0255 -0.0780  0.301
H14 -3.1187 -0.5903 0.0598  0.337

***

Number 1: E -345.484150 Eh. Number 2: E -345.523310 Eh. Number 3: E -345.470946 Eh. Number 4: E -345.490842 Eh.